Record 1
Entry from OMol25: a 2-piece molecular cluster, C2H2O2S overall in a non-equilibrium geometry (ωB97M-V with the def2-TZVPD basis set).

CARTESIAN COORDINATES (ANGSTROEM)
C 1.10874 -0.14620 -0.12780
C -1.44806 0.56850 -0.85066
O 1.13351 -1.26431 0.28860
O 1.78000 0.90903 -0.08849
S -1.88289 -0.37835 0.34772
H 2.72799 0.86224 0.26758
H -3.41928 -0.55091 0.16305

Multiplicity   1
Gap between HOMO and LUMO (alpha / beta)   7.70 / 7.92 eV
Energy relative to the best compared isomer or geometry (same formula, charge and spin)   133.18 kcal/mol
Net charge   0
HOMO level (alpha / beta)   -8.254 / -8.438 eV

***

Record 2
Entry from OMol25: a 3-piece molecular cluster, C38H62FN5O9S2 overall in a non-equilibrium geometry (ωB97M-V with the def2-TZVPD basis set).

CARTESIAN COORDINATES (ANGSTROEM)
N -5.39976 -7.05367 0.19580
C -4.39881 -6.06979 0.70211
C -4.42457 -6.25063 2.19525
O -3.76713 -5.17710 2.86872
O -3.13776 -5.71573 4.01300
C -4.88236 -4.76728 0.08360
O -5.72186 -3.98316 0.44389
O -4.15502 -4.64025 -1.06146
C -2.80172 -5.16799 -0.95257
C -2.09527 -4.01946 -0.19543
C -2.57491 -2.63576 -0.64501
C -1.51059 -1.59518 -0.24793
S -0.02234 -1.76459 -1.30735
C 1.36545 -1.34973 -0.20610
S 1.59988 0.20095 0.15064
N 2.16170 -2.45063 0.22759
C 2.34161 -2.46730 1.68847
C 3.56681 -3.25340 2.13776
O 4.73428 -2.77731 1.49449
C 4.58430 -3.14913 0.13568
C 3.44391 -2.38669 -0.51556
O -2.46987 -5.28394 -2.31034
C -1.52470 -6.23684 -2.66537
O -1.78166 -6.97933 -3.58635
C -0.18157 -6.34774 -2.00031
C 0.02679 -7.47137 -1.24024
C 1.21230 -7.72562 -0.61382
C 2.24521 -6.82347 -0.76211
C 2.02863 -5.70753 -1.50795
C 0.84259 -5.44423 -2.13492
C -3.00837 -6.43388 -0.08184
N -2.04348 -6.66650 0.99156
F -3.27132 -7.61401 -0.70281
H -6.09263 -7.28389 0.89288
H -5.82643 -6.71362 -0.65497
H -5.47845 -6.20775 2.50760
H -4.06735 -7.22630 2.51478
H -2.38677 -6.23541 3.68122
H -2.38373 -4.12635 0.85974
H -1.00800 -4.14277 -0.22524
H -3.47025 -2.32478 -0.10724
H -2.75933 -2.57063 -1.71772
H -1.18958 -1.74600 0.78544
H -1.88004 -0.57466 -0.34445
H 2.39618 -1.47430 2.14568
H 1.47802 -2.98409 2.12592
H 3.71927 -3.11911 3.20940
H 3.41572 -4.32902 1.96565
H 5.48808 -2.93667 -0.43819
H 4.45213 -4.24052 0.11807
H 3.26901 -2.81431 -1.51088
H 3.77571 -1.35503 -0.68259
H -0.77927 -8.18960 -1.14492
H 1.28976 -8.64339 -0.04649
H 3.18884 -7.05456 -0.28539
H 2.83395 -4.99848 -1.65247
H 0.69385 -4.56407 -2.74639
H -1.17357 -6.17494 0.81257
H -1.81481 -7.65330 1.02706
C -0.22428 5.76146 -3.16694
C 0.45875 4.37360 -3.02335
C 1.32795 4.07152 -4.25123
C 0.55324 3.62063 -5.48831
C -0.41699 2.49494 -5.13574
C -1.34893 2.86964 -3.98356
N -0.58764 3.33636 -2.78902
O -0.03614 2.30928 -2.22016
C -2.33462 3.94952 -4.46948
C -2.23736 1.67671 -3.63412
C 1.39414 4.51633 -1.82387
H -1.23600 5.75402 -2.76227
H 0.31053 6.53090 -2.61041
H -0.27241 6.10130 -4.20260
H 2.04450 3.28266 -4.00016
H 1.92206 4.95450 -4.49888
H 0.02138 4.46421 -5.93667
H 1.25566 3.26851 -6.24679
H -1.00610 2.22888 -6.01616
H 0.15823 1.60070 -4.87386
H -2.99037 4.27581 -3.66064
H -2.96544 3.54823 -5.26352
H -1.85305 4.82969 -4.88878
H -1.65989 0.79404 -3.35859
H -2.84903 1.40297 -4.49391
H -2.90935 1.91854 -2.80834
H 0.83760 4.68411 -0.89989
H 2.07294 5.35668 -1.97170
H 2.02060 3.63510 -1.68163
C 3.14151 6.72328 2.57592
C 2.20324 5.48627 2.52419
C 0.83265 5.87256 1.95211
C -0.08860 6.59725 2.93220
C -0.17244 5.84027 4.25599
C 1.20572 5.57153 4.86042
N 2.10809 4.88852 3.88886
O 1.74005 3.64875 3.77909
C 1.81186 6.90574 5.33601
C 1.05379 4.75018 6.13926
C 2.86332 4.53429 1.52772
H 3.76952 6.71332 3.46628
H 3.82863 6.74028 1.73046
H 2.59451 7.66724 2.55350
H 0.31579 4.96847 1.61318
H 0.97417 6.49323 1.06367
H 0.25485 7.62264 3.09425
H -1.08739 6.67781 2.49778
H -0.78300 6.40539 4.96373
H -0.69760 4.89399 4.09021
H 2.81717 6.76088 5.73475
H 1.19951 7.33044 6.13237
H 1.86292 7.66764 4.56196
H 0.54488 3.80269 5.96809
H 0.46207 5.30320 6.86884
H 2.02678 4.54027 6.58700
H 3.82804 4.17601 1.89232
H 3.02682 5.03549 0.57425
H 2.24244 3.66336 1.31600

Multiplicity   3
Gap between HOMO and LUMO (alpha / beta)   7.75 / 7.75 eV
Net charge   0
HOMO level (alpha / beta)   -8.247 / -8.248 eV

***

Record 3
Entry from OMol25: C2H4S3 as an isolated structure in a non-equilibrium geometry (ωB97M-V with the def2-TZVPD basis set).

CARTESIAN COORDINATES (ANGSTROEM)
C -1.02916 -1.11997 1.05161
C 1.30852 1.50207 -1.00393
S 0.24704 0.66316 0.32465
S -1.19729 -0.87831 2.58858
S -1.51199 -2.36033 -0.11417
H 2.25495 1.21867 -0.90167
H 1.14802 2.67306 -0.74950
H 1.00077 1.29418 -2.00553
H -2.22086 -2.99253 0.80997

Multiplicity   1
Gap between HOMO and LUMO   7.42 eV
Energy relative to the best compared isomer or geometry (same formula, charge and spin)   68.99 kcal/mol
Net charge   0
HOMO level   -8.434 eV

***

Record 4
Entry from OMol25: C4H8N2OS as an isolated structure in a non-equilibrium geometry (ωB97M-V with the def2-TZVPD basis set).

CARTESIAN COORDINATES (ANGSTROEM)
C -2.73498 -0.82600 0.57790
C -0.27154 0.30628 -0.54506
C 0.09922 1.60394 -0.27950
C 0.67007 -0.82658 -0.44449
H -3.80194 -0.85455 0.19365
H -2.58528 -0.09360 1.29630
H -2.50176 -1.91176 0.91887
H -0.61078 2.35720 -0.39402
H 2.10978 1.15387 0.16596
H 1.76166 2.86783 0.72359
H 0.18250 -1.91793 -0.23726
H 3.58003 -1.27746 -0.25750
N 1.42555 1.96781 -0.15299
N 1.93266 -0.61237 -0.39225
O 2.71868 -1.73385 -0.25632
S -1.97389 -0.20286 -0.91686

Multiplicity   1
Gap between HOMO and LUMO   8.79 eV
Energy relative to the best compared isomer or geometry (same formula, charge and spin)   98.68 kcal/mol
Net charge   0
HOMO level   -8.162 eV

***

Record 5
Entry from OMol25: C4H6N2O2 as an isolated structure in a non-equilibrium geometry (ωB97M-V with the def2-TZVPD basis set).

CARTESIAN COORDINATES (ANGSTROEM)
C -0.51317 -0.77536 1.32005
C -0.50820 -0.95900 -0.81683
C 0.28213 0.06076 -0.56833
C 1.07870 0.79394 -1.53800
H -2.28746 -0.79715 2.84297
H 0.13623 -1.14664 3.33730
H -0.99537 -1.35435 -1.70404
H 2.29378 0.71302 -1.38482
H 0.73230 0.24937 -2.47626
H 0.79441 2.78808 -1.02008
N -0.86251 -0.53897 2.61960
N -1.09866 -1.36500 0.41553
O 0.73840 2.07900 -1.85523
O 0.20940 0.25230 0.82814

Multiplicity   1
Gap between HOMO and LUMO   8.87 eV
Energy relative to the best compared isomer or geometry (same formula, charge and spin)   148.33 kcal/mol
Net charge   0
HOMO level   -9.111 eV

***

Record 6
Entry from OMol25: one molecule with the formula C4H9NO in a non-equilibrium geometry (ωB97M-V with the def2-TZVPD basis set).

CARTESIAN COORDINATES (ANGSTROEM)
C -1.24621 -0.87872 -0.02564
C 0.01611 -0.08778 -0.08843
C 0.59412 -0.01444 1.35459
C -0.35949 1.28861 -0.70041
N 1.03438 -0.73014 -0.85355
O 0.62513 -1.77438 -1.37469
H -2.07938 -0.67018 0.55518
H -1.18251 -1.94131 -0.22853
H 0.06466 0.80601 1.77394
H 1.69202 0.36282 1.38794
H 0.42781 -0.91439 1.87251
H -0.48384 1.94487 0.12523
H -1.35414 1.19291 -1.28813
H 0.36823 1.68894 -1.36572
H 1.88311 -0.27283 -1.14428

Multiplicity   1
Gap between HOMO and LUMO (alpha / beta)   9.21 / 8.32 eV
Energy relative to the best compared isomer or geometry (same formula, charge and spin)   134.80 kcal/mol
Net charge   0
HOMO level (alpha / beta)   -8.281 / -7.949 eV

***

Record 7
Entry from OMol25: a 2-piece molecular cluster, C3H10OS overall in a non-equilibrium geometry (ωB97M-V with the def2-TZVPD basis set).

CARTESIAN COORDINATES (ANGSTROEM)
C 2.64205 -0.74131 -1.18798
C 1.17820 -0.18704 -1.33580
O 0.95674 0.94523 -0.39435
H 3.38521 0.00924 -1.42027
H 2.80886 -1.70870 -1.76574
H 2.66145 -1.08181 -0.15312
H 0.98808 0.20408 -2.35066
H 0.55444 -1.09922 -1.03664
H 0.13122 0.82686 0.05838
C -2.51705 0.16292 2.02767
S -3.27533 1.46546 0.97214
H -2.04312 0.71572 2.86360
H -1.78201 -0.21497 1.28417
H -3.32748 -0.65291 2.35079
H -2.36125 1.35646 0.08781

Multiplicity   1
Gap between HOMO and LUMO   9.83 eV
Energy relative to the best compared isomer or geometry (same formula, charge and spin)   31.19 kcal/mol
Net charge   0
SMILES string   CCO.CS
HOMO level   -9.226 eV